# 1
The following is a DFT calculation (wB97M-V/def2-TZVPD) of a molecular structure, C12H32B2MgO6S3 in a non-equilibrium geometry.

For the HOMO-LUMO gap, the calculation gives 6.12 eV. The energy above the lowest of the compared OMol25 structures with the same formula, charge and spin is 236.1 kcal per mole. For the total energy, the calculation gives -64540.2270 eV.

The geometry in XYZ format:
```
56
Properties=species:S:1:pos:R:3:forces:R:3
Mg 9.116661 -21.194387 -0.493475 -1.02 -0.32 2.46
B 10.264040 -23.480935 1.365636 -0.47 1.11 -1.57
H 9.271535 -23.113203 1.575316 -4.48 1.64 1.15
H 10.970130 -22.667846 1.298018 3.22 3.63 -0.06
H 10.573838 -24.191128 2.116560 1.06 -2.46 2.90
H 10.244082 -23.957438 0.397764 -0.04 -2.23 -4.02
B 6.865875 -19.391597 0.707575 0.93 -1.40 0.69
H 7.387647 -19.124125 -0.198214 2.58 1.25 -4.84
H 6.080088 -18.672012 0.877788 -3.08 2.50 0.04
H 6.569922 -20.428368 0.749382 -1.58 -4.26 -0.02
H 7.597406 -19.270986 1.491511 2.93 0.51 3.17
C 4.087784 -22.444150 -5.693396 0.56 -1.39 -1.42
C 3.105469 -21.676835 -4.881228 -0.60 1.58 0.67
C 3.447884 -21.679042 -3.365952 -0.29 -1.75 -0.23
S 4.517843 -23.247801 -3.203775 0.51 0.43 0.07
O 3.859889 -24.261543 -2.382830 0.79 1.16 -0.42
O 5.923318 -22.831767 -2.948484 -2.16 -0.81 -0.45
C 4.303694 -23.774363 -4.976774 0.82 0.64 0.78
H 4.985146 -21.909858 -6.005440 0.28 0.01 0.78
H 3.660372 -22.699192 -6.663112 -0.32 0.11 -0.09
H 2.113636 -22.086092 -5.073293 -0.04 -0.12 0.35
H 3.057910 -20.647496 -5.236620 -0.02 0.08 0.04
H 2.576578 -21.935525 -2.763329 -0.04 -0.06 -0.08
H 3.846046 -20.767677 -2.919850 0.66 -0.30 -0.37
H 3.436344 -24.426109 -5.081873 -0.13 0.19 0.45
H 5.176658 -24.370232 -5.243196 0.14 0.31 0.00
C 15.418216 -17.552321 2.226914 0.60 -0.22 -0.19
C 14.349910 -17.967475 3.229777 -1.84 0.01 -1.31
C 13.040300 -17.190407 2.850282 1.14 0.55 0.10
S 12.977877 -17.107499 1.010733 0.30 -1.30 0.08
O 12.751893 -15.713122 0.615114 -0.07 -1.85 0.14
O 12.225245 -18.276594 0.453930 0.91 2.49 0.92
C 14.763804 -17.543224 0.823184 0.29 0.30 -0.04
H 16.216389 -18.293380 2.269938 -0.10 -0.33 -0.30
H 15.997249 -16.665229 2.483565 -0.70 0.57 -0.09
H 14.578929 -17.795422 4.281469 0.10 -0.30 -0.18
H 14.105847 -18.996243 2.964877 0.30 -0.39 0.77
H 13.279587 -16.176719 3.171649 -0.63 0.32 -0.24
H 12.103180 -17.526723 3.293905 0.15 -0.15 -0.23
H 15.213323 -16.857261 0.105216 -0.10 0.31 0.26
H 14.848791 -18.518415 0.343749 -0.46 -0.12 0.25
C 15.264482 -22.671653 -5.893184 -0.87 1.61 -1.39
C 15.277170 -23.675961 -4.804686 0.45 -0.61 1.20
C 13.898307 -24.311302 -4.638675 -0.18 -0.69 0.02
S 12.695300 -23.032228 -4.887491 -0.34 2.39 -0.71
O 12.235185 -22.347218 -3.651929 0.76 -1.37 -1.71
O 11.714592 -23.522994 -5.856206 0.65 0.46 1.06
C 13.955703 -21.864752 -5.774614 -1.12 -0.67 0.80
H 15.394471 -23.117925 -6.879114 -0.31 -0.08 -0.04
H 16.072677 -21.947648 -5.789594 0.21 -0.20 0.06
H 15.570343 -23.126604 -3.910063 -0.11 -0.35 0.38
H 16.060687 -24.401327 -5.023864 -0.18 -0.26 0.31
H 13.638951 -24.851776 -3.728339 0.45 0.31 0.29
H 13.651591 -25.011650 -5.436649 0.23 0.07 -0.23
H 14.047777 -21.011660 -5.102418 0.09 -0.15 0.16
H 13.467440 -21.493189 -6.675523 0.15 -0.38 -0.11
```
Forces are in eV/Å.

# 2
The following is a DFT calculation (wB97M-V/def2-TZVPD) of a molecular structure, C33H31InN4O3S3Sb.

For the HOMO-LUMO gap (alpha / beta), the calculation gives 5.69 / 7.32 eV. As for the spin multiplicity: 2. The energy above the lowest of the compared OMol25 structures with the same formula, charge and spin is 34.6 kcal per mole. As for the expectation value of S²: 0.768. For the total energy, the calculation gives -91043.8952 eV.

The geometry in XYZ format:
```
76
Properties=species:S:1:pos:R:3:forces:R:3
In 0.236479 1.283349 -0.125727 -0.11 -0.04 0.38
C 3.556159 3.541099 -0.222715 -0.03 -0.09 -0.09
C 2.440916 4.176054 -0.988611 -0.04 0.13 -0.13
C 2.694943 5.165304 -1.933650 0.03 -0.02 0.01
C 1.635151 5.772021 -2.580073 -0.05 -0.01 0.08
C 0.345975 5.421820 -2.224797 -0.02 0.00 -0.12
C 0.164778 4.430969 -1.269476 0.22 0.16 0.02
N 1.192700 3.792896 -0.703383 -0.08 -0.07 0.01
C -1.176243 4.107806 -0.717585 -0.15 0.08 0.01
C -2.236180 4.980763 -0.839107 0.09 0.00 -0.04
C -3.431060 4.681403 -0.170040 -0.01 -0.13 0.06
C -3.517210 3.549546 0.592043 -0.02 0.18 -0.04
C -2.406185 2.680672 0.679638 0.04 -0.07 0.11
N -1.269527 2.981945 0.003727 0.16 -0.22 -0.10
C -2.425959 1.448637 1.406815 0.00 -0.02 -0.08
C -3.503600 1.191525 2.333974 -0.11 -0.01 0.02
C -3.702225 -0.021891 2.852626 0.09 -0.02 -0.02
C -2.814913 -1.160034 2.507729 0.01 0.13 0.06
C -1.492331 -0.724839 1.813385 0.16 0.11 0.23
C 0.627694 -1.403885 3.304573 -0.18 0.10 0.00
N -1.446908 0.562163 1.172597 0.11 -0.01 -0.44
H 3.316418 3.524050 0.840267 0.03 -0.04 -0.01
H 3.687053 2.519285 -0.575844 0.03 -0.07 -0.01
H 4.490893 4.077039 -0.380084 -0.02 0.00 0.02
H 3.715542 5.454868 -2.144560 0.00 -0.03 0.00
H 1.807509 6.533536 -3.329561 0.01 -0.02 -0.01
H -0.496292 5.898220 -2.703155 -0.04 -0.02 0.02
H -2.150364 5.890600 -1.411018 0.06 0.02 0.01
H -4.278410 5.349064 -0.255705 -0.01 -0.02 0.00
H -4.442448 3.305161 1.088363 0.00 -0.02 0.03
H -4.142000 2.012427 2.626944 -0.03 -0.01 -0.05
H -4.508573 -0.217278 3.550833 0.01 0.05 0.01
H -3.377992 -1.942494 1.993893 0.03 -0.05 0.03
H 1.139530 -1.036764 4.194148 0.04 -0.01 -0.02
H 0.604468 -2.492755 3.345298 0.03 -0.02 -0.02
H 1.218704 -1.111744 2.435930 0.02 -0.03 0.08
S 3.136935 0.436645 -2.611739 -0.21 -0.06 -0.06
Sb 1.359532 0.022888 -3.924423 0.11 0.25 0.38
S -0.665230 0.775655 -2.499381 -0.03 -0.32 0.44
S 0.079489 2.167858 -3.847665 0.17 0.06 -0.23
C -1.213123 -3.681684 -3.777225 0.10 0.13 -0.14
O 0.086852 -4.264253 -3.836287 -0.09 -0.35 0.26
C 1.005119 -4.031340 -2.839971 -0.08 0.22 -0.16
C 2.332548 -4.008421 -3.247576 0.10 0.10 -0.08
C 3.348803 -3.747670 -2.348429 -0.02 0.04 -0.03
C 3.036773 -3.486911 -1.021724 0.03 -0.01 0.04
C 1.725071 -3.567502 -0.593689 -0.01 0.01 0.06
C 0.702498 -3.885781 -1.482783 0.12 0.05 -0.02
N -0.586554 -4.248215 -1.030168 -0.16 0.27 -0.20
C -1.095789 -4.202692 0.225757 -0.03 0.18 0.06
C -1.147635 -3.229136 1.191163 0.09 -0.29 -0.15
C -1.548602 -3.777004 2.501756 -0.05 -0.06 0.18
C -1.838046 -3.146529 3.637547 -0.05 0.06 0.02
C -1.990637 -1.670270 3.728338 0.03 0.02 -0.05
C -0.781106 -0.827147 3.212989 0.13 -0.27 -0.08
C -0.907236 -1.803542 0.886753 -0.10 0.16 0.07
O -0.277231 -1.451195 -0.103437 0.02 -0.07 -0.07
H -1.481231 -3.428925 -4.801696 0.02 0.00 0.00
H -1.230595 -2.776300 -3.172739 0.04 0.04 0.08
H -1.951429 -4.393393 -3.400801 0.00 0.03 0.03
H 2.546204 -4.196008 -4.292395 -0.05 0.06 0.00
H 4.374335 -3.723968 -2.690919 0.00 0.03 0.02
H 3.819166 -3.250980 -0.312303 -0.02 0.02 0.00
H 1.480719 -3.416733 0.450113 0.00 -0.03 -0.01
H -0.990858 -4.972595 -1.598988 0.05 -0.15 0.06
H -1.605197 -5.127620 0.485349 0.00 0.00 0.01
H -1.543720 -4.861513 2.534017 0.04 0.01 0.00
H -2.049717 -3.735070 4.522448 0.02 -0.05 -0.05
H -2.365786 -1.370598 4.706110 -0.05 0.01 -0.02
H -0.809349 0.169975 3.650718 -0.09 0.02 -0.03
C 3.098913 0.122139 1.028346 0.21 -0.07 0.21
C 1.936695 1.015312 1.333482 -0.68 0.14 -0.62
O 1.771077 1.589837 2.378499 0.23 -0.03 0.08
H 3.572164 -0.226394 1.949993 0.00 0.03 -0.02
H 3.823912 0.696456 0.447655 -0.02 -0.05 -0.01
H 2.785769 -0.707914 0.395614 -0.02 -0.04 -0.01
```
Forces are in eV/Å.

# 3
The following is a DFT calculation (wB97M-V/def2-TZVPD) of 7 unconnected molecules or ions with the total composition C14H27N5O2S2 in a non-equilibrium geometry.

For the HOMO-LUMO gap (alpha / beta), the calculation gives 8.31 / 3.45 eV. As for the spin multiplicity: 2. As for the expectation value of S²: 0.757. As for the net charge: +1. For the total energy, the calculation gives -48158.6071 eV.

The geometry in XYZ format:
```
50
Properties=species:S:1:pos:R:3:forces:R:3
C 1.165291 1.669102 3.329662 -0.13 -0.68 -0.14
S 0.052271 1.502602 1.909622 -0.40 -1.71 -0.95
O 0.724211 0.565742 0.904462 0.43 1.13 1.18
C -1.114049 0.265422 2.662862 -0.28 0.47 0.38
H 1.561191 0.660332 3.446882 -0.12 -0.10 0.42
H 0.543211 1.969272 4.172882 0.24 0.02 0.11
H 2.026711 2.321102 3.184952 -0.45 0.32 -0.33
H -1.937069 0.658432 3.259752 0.36 0.57 0.29
H -0.537369 -0.435838 3.265992 0.09 0.00 -0.11
H -1.663349 -0.259358 1.881212 0.54 0.18 -0.41
C 2.915351 -1.700308 1.804592 -0.93 0.79 -0.06
S 4.672501 -1.774998 1.381152 -0.25 1.08 1.59
O 5.118601 -0.331238 1.193242 -0.35 -1.20 -0.32
C 5.319241 -2.198598 3.023302 0.48 -0.53 0.33
H 2.873571 -0.772398 2.374982 -0.01 0.06 0.01
H 2.508731 -2.491928 2.433962 0.79 -0.44 -0.08
H 2.213391 -1.566078 0.981592 0.49 0.04 -0.45
H 4.878551 -1.567038 3.794692 -0.19 0.33 -0.41
H 6.403221 -2.087308 3.049742 -0.06 0.05 -0.33
H 5.064371 -3.226778 3.280202 -0.05 -0.11 -0.40
C 3.692631 0.403402 -1.937968 -0.48 -1.12 0.02
C 2.646831 -0.379888 -2.616548 -3.49 -2.39 -3.44
N 1.811181 -1.045488 -3.163358 3.84 3.01 2.72
H 3.271441 0.367192 -0.933288 0.64 0.75 0.44
H 3.922791 1.400922 -2.312218 -0.70 -0.04 -0.05
H 4.609401 -0.181628 -2.011338 0.08 -0.03 0.24
C -0.652659 -0.867398 -0.929498 -0.45 -1.26 0.16
C -1.021629 0.422482 -1.433838 0.20 1.27 -0.37
N -1.303019 1.471362 -1.818818 0.01 -0.53 0.14
H 0.419321 -1.063588 -0.907738 -0.21 0.36 -0.14
H -1.127039 -1.623248 -1.555398 0.04 -0.08 -0.06
H -1.067169 -0.971798 0.073182 0.12 -0.08 -0.15
C -5.189869 -2.556178 1.790952 0.68 0.84 -0.89
C -4.511179 -1.534728 0.927572 1.24 2.23 -2.10
N -4.023819 -0.706048 0.230962 -1.60 -3.10 2.69
H -6.024819 -2.038818 2.263502 0.06 -0.32 0.21
H -4.459749 -2.951988 2.496892 -0.23 0.14 0.17
H -5.538079 -3.381568 1.170012 -0.10 0.15 0.00
C -0.175399 1.752322 -4.908888 0.99 0.23 -0.48
C 0.998911 2.461272 -4.343748 2.74 1.21 2.61
N 1.969181 2.987522 -3.901508 -3.61 -2.01 -1.76
H 0.059481 1.953282 -5.954138 -1.01 -0.22 -0.44
H -1.167069 2.061612 -4.578678 0.39 0.64 -0.06
H -0.166129 0.671092 -4.771228 0.59 0.07 0.23
C -4.917009 1.697202 -1.689628 0.53 -0.72 -0.53
C -5.060429 2.760832 -2.680988 -0.22 -1.35 1.69
N -5.237409 3.587402 -3.435658 -0.13 1.36 -1.33
H -4.750559 2.047072 -0.670818 -0.09 0.10 -0.24
H -4.068859 1.087162 -2.000418 0.32 0.20 0.27
H -5.727869 0.970082 -1.733098 -0.38 0.45 0.10
```
Forces are in eV/Å.

# 4
The following is a DFT calculation (wB97M-V/def2-TZVPD) of 2 unconnected molecules or ions with the total composition C2H2ClIO in a non-equilibrium geometry.

For the HOMO-LUMO gap, the calculation gives 8.12 eV. The energy above the lowest of the compared OMol25 structures with the same formula, charge and spin is 17.2 kcal per mole. Its SMILES is O=C=CI.Cl. For the total energy, the calculation gives -24775.5527 eV.

The geometry in XYZ format:
```
7
Properties=species:S:1:pos:R:3:forces:R:3
O 1.695256 -3.250962 0.089467 1.37 1.44 -2.18
C 2.283375 -2.498708 -0.622928 -1.16 -0.69 2.44
C 2.922280 -1.503090 -1.191240 0.45 0.12 -0.97
I 3.312170 0.180963 0.099838 -0.02 -1.00 -0.85
H 3.243979 -1.514760 -2.268722 -0.40 0.16 1.55
Cl -0.244733 -0.282825 -0.226354 -0.43 -0.55 0.30
H -0.614094 -1.386901 0.355007 0.18 0.52 -0.29
```
Forces are in eV/Å.

# 5
The following is a DFT calculation (wB97M-V/def2-TZVPD) of a single C9H11O2P molecule in a non-equilibrium geometry.

For the HOMO-LUMO gap, the calculation gives 10.29 eV. The energy above the lowest of the compared OMol25 structures with the same formula, charge and spin is 66.0 kcal per mole. Its SMILES is C=C[P@@](=O)(OC)c1ccccc1. For the total energy, the calculation gives -22893.9653 eV.

The geometry in XYZ format:
```
23
Properties=species:S:1:pos:R:3:forces:R:3
C -1.526631 2.372857 -0.451738 0.35 0.03 -1.09
C -2.205213 1.248513 -0.562993 1.17 -1.21 0.71
P -1.373092 -0.134735 0.302381 1.02 1.94 2.57
O -1.780400 -0.034394 1.777496 0.86 -0.87 -2.68
O -1.722905 -1.507544 -0.436181 0.69 1.04 -0.29
C -2.409059 -2.481681 0.369740 2.77 0.76 -0.91
C 0.602818 0.255608 0.196142 -2.46 -0.98 -1.00
C 1.283992 0.400019 -1.015096 1.76 -1.10 -1.26
C 2.703453 0.529208 -1.107010 -2.49 0.17 3.31
C 3.367510 0.609847 0.139239 1.97 2.02 -0.35
C 2.698175 0.539865 1.352007 -2.82 -0.73 -0.67
C 1.280034 0.290484 1.383025 2.76 0.15 -2.07
H -1.934025 3.312556 -0.803462 0.17 0.14 0.25
H -0.466580 2.246885 -0.215018 -0.40 0.83 0.28
H -3.210880 1.135735 -0.890070 -0.68 0.03 -0.18
H -3.380343 -2.353306 0.165763 -3.86 0.51 0.16
H -2.042385 -2.350304 1.334319 -0.24 -0.13 1.96
H -2.133056 -3.391729 -0.029187 0.75 -2.12 -0.65
H 0.850727 0.127644 -1.977175 -0.69 0.60 0.26
H 3.180733 0.676023 -2.033458 0.56 -0.10 -0.87
H 4.446794 1.004845 0.127287 -1.52 -1.15 0.13
H 3.031950 0.619669 2.353606 1.48 0.14 0.43
H 0.854891 -0.084420 2.243806 -1.17 0.03 1.98
```
Forces are in eV/Å.

# 6
The following is a DFT calculation (wB97M-V/def2-TZVPD) of a single C3H10N2S2 molecule.

For the HOMO-LUMO gap, the calculation gives 9.30 eV. The energy above the lowest of the compared OMol25 structures with the same formula, charge and spin is 2.5 kcal per mole. Its SMILES is NC[C@@H](N)CSS. For the total energy, the calculation gives -27923.8376 eV.

The geometry in XYZ format:
```
17
Properties=species:S:1:pos:R:3:forces:R:3
N 3.570857 -0.531181 0.000943 -0.10 0.25 -0.07
C 2.269247 -1.178476 0.196697 -0.02 0.54 0.50
C 1.126946 -0.158891 0.233869 0.03 0.10 -0.63
N 0.902127 0.491144 -1.081171 0.54 -0.09 0.18
C -0.160565 -0.806625 0.706336 -0.33 -0.16 0.29
S -1.509161 0.380075 0.951365 -0.25 -0.10 -0.42
S -2.436807 0.461359 -0.908238 0.34 -0.04 0.41
H 4.277698 -0.892099 0.628324 -0.07 -0.10 -0.08
H 3.480861 0.455726 0.213194 0.15 0.00 0.01
H 2.231398 -1.708340 1.148626 0.07 -0.35 -0.01
H 2.080652 -1.864277 -0.626267 -0.06 -0.32 0.00
H 1.381727 0.646791 0.932278 -0.01 -0.11 0.04
H 1.031272 -0.211968 -1.806271 -0.24 -0.05 0.01
H 1.673409 1.130925 -1.249802 -0.12 0.12 0.02
H -0.056830 -1.271150 1.685779 0.32 0.10 0.22
H -0.475467 -1.632753 0.071363 -0.14 0.14 -0.35
H -1.385972 1.050918 -1.504291 -0.11 0.07 -0.12
```
Forces are in eV/Å.